A 8-piece molecular cluster, C12H40O14 overall, computed with wB97M-V/def2-TZVPD.

* SMILES: OCCO.OCCO.OCCO.OCCO.OCCO.OCCO.O.O

Each line ends with the Mulliken charge.
Positions of all 66 atoms, in Å:
O1 1.37 -3.32 -0.83  -0.688
H1 1.21 -2.37 -0.78  0.320
H2 1.64 -3.62 0.04  0.306
O2 0.13 -0.77 -0.20  -0.007
H3 -0.75 -0.58 0.19  -0.054
H4 0.77 -0.68 0.51  0.127
C1 1.35 0.80 -3.09  0.523
C2 0.40 1.94 -3.02  -0.483
O3 0.85 2.86 -4.05  -0.555
O4 1.08 0.03 -4.26  -0.524
H5 1.17 0.16 -2.24  -0.392
H6 2.42 1.10 -3.02  0.078
H7 0.39 2.42 -2.03  0.315
H8 -0.59 1.54 -3.27  0.417
H9 0.10 3.42 -4.23  0.305
H10 0.96 0.56 -5.05  0.327
C3 3.64 2.78 -0.72  -0.343
C4 3.20 4.14 -1.12  -0.333
O5 2.77 4.85 0.04  -0.555
O6 2.47 2.10 -0.30  -0.317
H11 4.32 2.80 0.15  0.286
H12 4.12 2.27 -1.57  0.353
H13 2.40 4.04 -1.86  0.136
H14 4.05 4.69 -1.57  0.342
H15 2.02 4.40 0.43  0.319
H16 2.72 1.18 -0.19  0.139
C5 -1.56 -2.30 -4.55  -0.633
C6 -2.11 -2.24 -3.16  -0.285
O7 -1.75 -1.08 -2.36  -0.241
O8 -0.21 -2.56 -4.70  -0.537
H17 -1.83 -1.36 -5.05  0.239
H18 -2.13 -3.09 -5.04  0.391
H19 -1.86 -3.15 -2.60  0.303
H20 -3.21 -2.18 -3.26  0.337
H21 -0.85 -1.21 -2.03  0.066
H22 0.27 -1.74 -4.54  0.369
C7 1.89 -3.24 3.31  -0.584
C8 0.92 -2.14 2.94  -0.228
O9 1.55 -1.02 2.34  -0.484
O10 2.23 -3.93 2.10  -0.448
H23 1.39 -4.04 3.88  0.315
H24 2.70 -2.78 3.88  0.406
H25 0.41 -1.82 3.86  0.288
H26 0.19 -2.51 2.21  0.137
H27 2.32 -0.78 2.86  0.252
H28 3.06 -4.37 2.30  0.277
C9 -3.58 -0.73 0.49  -0.147
C10 -4.52 -0.03 1.42  -0.504
O11 -5.03 -0.91 2.43  -0.553
O12 -2.44 -1.29 1.17  -0.412
H29 -3.21 0.00 -0.24  0.128
H30 -4.06 -1.52 -0.09  0.402
H31 -5.36 0.38 0.87  0.370
H32 -4.00 0.80 1.90  0.204
H33 -4.35 -0.92 3.12  0.316
H34 -2.72 -2.19 1.38  0.242
C11 -0.11 1.46 4.25  -0.553
C12 -0.57 1.49 2.80  0.644
O13 -1.22 2.75 2.53  -0.590
O14 -1.33 1.40 5.00  -0.547
H35 0.40 2.40 4.42  0.407
H36 0.56 0.64 4.51  0.189
H37 -1.21 0.62 2.59  -0.144
H38 0.31 1.51 2.14  -0.073
H39 -1.84 2.90 3.26  0.347
H40 -1.36 2.01 5.74  0.294

---

A 12-piece molecular cluster, C42H78O30S9 overall, computed with wB97M-V/def2-TZVPD.

* SMILES: CCOS(C)(=O)=O.CCOS(C)(=O)=O.CCOS(C)(=O)=O.CCOS(C)(=O)=O.CCOS(C)(=O)=O.CCOS(C)(=O)=O.O=S1(=O)OCCO1.O=S1(=O)OCCO1.O=S1(=O)OCCO1.c1ccccc1.c1ccccc1.c1ccccc1

Each line ends with the Mulliken charge.
Positions of all 159 atoms, in Å:
C1 -0.94 -0.02 6.11  -0.122
C2 -1.09 -1.02 4.90  0.224
O1 0.18 -1.31 4.41  -0.275
S1 1.51 -0.39 4.97  0.895
O2 1.62 0.79 4.06  -0.240
O3 2.74 -1.17 5.30  -0.545
O4 0.53 0.06 6.27  -0.447
H1 -1.28 -0.43 7.06  0.308
H2 -1.36 0.98 6.05  -0.013
H3 -1.90 -0.79 4.22  -0.050
H4 -1.28 -2.01 5.32  0.331
C3 0.62 -1.44 -0.12  0.353
C4 0.11 -0.46 -1.14  0.657
O5 -0.59 0.61 -0.51  -0.135
S2 -0.35 0.56 1.15  0.646
O6 -1.58 0.17 1.83  -0.678
O7 0.30 1.77 1.62  -0.180
O8 0.72 -0.75 1.18  -0.302
H5 1.61 -1.78 -0.44  0.323
H6 -0.04 -2.29 0.05  -0.410
H7 -0.54 -0.89 -1.89  -0.260
H8 1.03 -0.12 -1.62  -0.111
C5 0.83 4.82 5.40  -0.202
C6 0.86 4.32 3.98  0.667
O9 -0.03 5.14 3.25  0.241
S3 -0.06 6.70 3.84  0.966
O10 -1.47 7.22 3.89  -0.528
O11 0.96 7.37 3.01  -0.498
O12 0.49 6.22 5.36  -0.409
H9 1.69 4.77 6.06  0.313
H10 0.07 4.33 6.01  0.254
H11 0.58 3.27 3.87  -0.238
H12 1.86 4.43 3.55  -0.326
O13 -2.96 -1.74 -1.42  -0.305
S4 -3.56 -1.84 -2.75  0.977
O14 -3.85 -0.62 -3.57  -0.635
O15 -2.75 -2.92 -3.67  -0.440
C7 -1.41 -3.37 -3.28  1.997
C8 -1.59 -4.84 -3.33  -1.271
C9 -5.07 -2.79 -2.55  -0.780
H13 -1.08 -3.10 -2.27  -0.570
H14 -0.61 -2.93 -3.88  -0.449
H15 -2.36 -5.28 -2.69  0.124
H16 -0.67 -5.34 -3.05  0.251
H17 -1.92 -5.21 -4.30  0.390
H18 -5.50 -3.07 -3.51  0.384
H19 -5.78 -2.19 -1.98  0.365
H20 -4.57 -3.63 -2.06  0.049
O16 -1.25 -0.90 -7.60  -0.618
S5 0.03 -0.53 -6.95  1.179
O17 0.73 0.68 -7.43  -0.621
O18 -0.17 -0.43 -5.29  -0.043
C10 -1.08 0.60 -4.84  -0.356
C11 -0.30 1.86 -4.55  -0.781
C12 1.18 -2.03 -6.94  -0.675
H21 -1.71 0.43 -3.96  -0.034
H22 -1.73 0.83 -5.68  0.444
H23 0.43 2.13 -5.31  0.404
H24 0.25 1.62 -3.64  0.010
H25 -0.88 2.78 -4.52  0.413
H26 0.75 -3.03 -6.80  0.325
H27 2.01 -1.84 -6.26  -0.100
H28 1.56 -1.88 -7.95  0.543
O19 1.47 -2.61 -3.31  -0.598
S6 2.43 -3.70 -3.45  1.198
O20 2.02 -5.10 -3.40  -0.751
O21 3.23 -3.41 -4.85  0.213
C13 4.21 -4.29 -5.25  -0.538
C14 3.71 -5.52 -5.96  -1.205
C15 3.85 -3.39 -2.19  -1.008
H29 4.92 -4.44 -4.44  0.368
H30 5.00 -3.91 -5.89  0.395
H31 3.00 -5.13 -6.69  0.238
H32 3.23 -6.20 -5.26  0.269
H33 4.46 -6.03 -6.56  0.419
H34 4.61 -4.16 -2.32  0.466
H35 3.35 -3.40 -1.22  0.393
H36 4.30 -2.40 -2.28  0.141
O22 3.45 0.51 -0.70  -0.409
S7 4.79 1.00 -0.99  0.953
O23 5.82 0.98 0.01  -0.653
O24 5.38 0.17 -2.34  -0.433
C16 4.61 -0.06 -3.48  0.274
C17 5.37 -0.94 -4.34  -1.227
C18 4.77 2.72 -1.62  -0.942
H37 4.48 0.93 -3.92  0.583
H38 3.61 -0.45 -3.30  -0.129
H39 4.74 -1.45 -5.06  0.009
H40 5.93 -1.66 -3.75  0.337
H41 6.12 -0.47 -4.99  0.499
H42 4.65 3.52 -0.88  0.335
H43 3.86 2.67 -2.22  0.258
H44 5.51 2.97 -2.38  0.468
O25 -5.57 6.07 3.27  -0.577
S8 -5.53 5.41 4.59  1.158
O26 -6.71 5.21 5.45  -0.606
O27 -4.61 3.97 4.57  -0.415
C19 -3.82 3.79 3.44  -0.497
C20 -2.65 3.07 4.01  -0.521
C21 -4.34 6.34 5.68  -0.790
H45 -3.48 4.71 2.97  0.554
H46 -4.41 3.20 2.74  0.277
H47 -1.98 2.59 3.30  0.092
H48 -2.98 2.08 4.33  0.489
H49 -2.10 3.57 4.81  -0.084
H50 -3.87 7.09 5.05  0.235
H51 -3.83 5.51 6.16  0.245
H52 -5.01 6.73 6.45  0.408
O28 -5.09 -6.04 -1.02  -0.653
S9 -4.00 -5.91 -0.05  1.257
O29 -2.56 -6.05 -0.30  -0.529
O30 -4.17 -4.35 0.54  -0.450
C22 -3.19 -3.90 1.48  0.943
C23 -3.64 -2.59 2.02  -1.245
C24 -4.49 -6.87 1.37  -0.940
H53 -2.20 -3.74 1.08  -0.367
H54 -3.23 -4.59 2.33  0.361
H55 -4.27 -2.62 2.91  0.413
H56 -4.22 -2.04 1.28  0.293
H57 -2.76 -2.00 2.29  -0.074
H58 -4.63 -6.12 2.14  0.274
H59 -3.69 -7.57 1.63  0.315
H60 -5.44 -7.37 1.20  0.379
C25 0.08 -4.40 2.78  -0.620
C26 -0.05 -5.33 1.79  -0.062
C27 -0.47 -6.60 2.02  -0.756
C28 -0.98 -6.93 3.25  -0.283
C29 -0.97 -5.95 4.29  -0.731
C30 -0.40 -4.71 4.05  -0.008
H61 0.53 -3.46 2.48  0.349
H62 0.27 -5.04 0.80  0.476
H63 -0.53 -7.31 1.20  0.362
H64 -1.47 -7.88 3.38  0.470
H65 -1.41 -5.95 5.27  0.393
H66 -0.41 -4.01 4.87  0.371
C31 -1.04 3.97 -0.91  -0.455
C32 -0.56 4.63 -2.00  -0.247
C33 -0.14 6.01 -1.89  -0.271
C34 -0.45 6.73 -0.77  -0.956
C35 -1.06 6.06 0.29  -0.194
C36 -1.26 4.68 0.26  -0.053
H67 -1.12 2.91 -1.12  0.628
H68 -0.37 3.99 -2.86  -0.008
H69 0.36 6.49 -2.72  0.413
H70 -0.14 7.77 -0.70  0.422
H71 -1.29 6.43 1.29  0.501
H72 -1.76 4.21 1.09  0.049
C37 2.64 4.48 0.67  0.448
C38 2.89 5.85 0.56  -0.194
C39 3.98 6.35 1.27  -0.666
C40 4.71 5.44 2.06  -0.717
C41 4.39 4.07 2.19  -0.790
C42 3.35 3.51 1.41  -0.281
H73 1.80 4.03 0.17  -0.066
H74 2.51 6.65 -0.05  0.375
H75 4.21 7.41 1.23  0.423
H76 5.66 5.64 2.53  0.391
H77 5.05 3.43 2.76  0.453
H78 3.16 2.45 1.43  0.580

---

Taking the records one at a time from the top gives HOMO level values of -0.34045; -0.32407 Eh.
Taking the records one at a time from the top gives electronic energy values of -41754.91400; -203748.01156 eV.
Taking the records one at a time from the top gives energy above the lowest of the compared OMol25 structures with the same formula, charge and spin values of 0.8289; 5.8327 eV.